(1)
The following is a quantum chemistry calculation of an isolated molecule of C9H18N2O2S at a distorted geometry, from the Open Molecules 2025 dataset.

Properties
Energy relative to the best compared isomer or geometry (same formula, charge and spin): 287.9 kJ/mol
Charge: 0
SMILES string: C=C[C@H]1CCCCN1N(C)S(C)(=O)=O
DFT total energy: -1011.77313 Eh

Each line ends with the Löwdin charge.
Positions of all 32 atoms, in Å:
C1 1.118 0.262 -3.304  -0.02
C2 1.022 0.286 -1.993  -0.14
C3 -1.289 -2.381 -0.480  -0.24
C4 -1.260 -1.886 0.909  -0.18
C5 -0.110 -1.808 -1.228  -0.12
C6 -1.312 -0.309 0.915  -0.19
C7 -0.191 -0.225 -1.170  -0.27
C8 -0.876 2.415 0.347  -0.07
C9 2.137 0.352 1.870  -0.11
N1 -0.157 0.113 0.239  -0.23
N2 0.256 1.419 0.420  -0.25
O1 1.753 3.005 1.638  -0.29
O2 0.236 1.748 3.043  -0.30
S1 1.080 1.777 1.897  0.61
H1 2.079 0.447 -3.836  0.06
H2 0.236 -0.218 -3.999  0.12
H3 1.866 0.484 -1.348  0.10
H4 -1.472 -3.422 -0.484  0.10
H5 -2.135 -1.970 -0.969  0.10
H6 -2.193 -2.286 1.395  0.12
H7 -0.359 -2.266 1.509  0.14
H8 0.871 -2.108 -0.667  0.15
H9 0.076 -2.016 -2.227  0.07
H10 -2.259 0.053 0.550  0.11
H11 -1.442 -0.018 2.005  0.14
H12 -1.125 0.138 -1.560  0.13
H13 -1.374 2.489 1.266  0.05
H14 -0.421 3.476 0.176  0.12
H15 -1.573 2.220 -0.491  0.09
H16 1.768 -0.101 0.933  0.05
H17 3.194 0.626 1.970  0.08
H18 1.858 -0.296 2.674  0.06

Force components x, y, z for each atom (eV/Å):
-1.234 -1.599 -2.500
-0.958 -0.549 1.568
0.694 0.432 -0.956
-0.949 0.568 2.126
1.770 1.015 2.521
-1.127 -2.413 3.090
1.618 -1.536 -0.609
1.920 2.076 -1.889
-0.049 0.371 -0.371
1.495 0.673 0.042
-1.238 2.474 0.637
0.520 0.391 -0.263
-0.910 -0.368 0.709
0.624 -0.770 -1.104
-0.955 0.017 0.529
2.122 1.606 1.827
0.268 0.445 -0.214
0.492 -1.380 -0.328
-1.302 0.460 -0.418
0.886 0.479 -0.022
-1.172 0.647 -0.885
-1.490 0.618 -0.942
-0.276 -1.019 -1.902
-0.559 0.069 -1.071
1.193 0.049 -1.164
-0.654 0.039 -0.761
-1.070 -0.160 1.259
-0.693 -1.972 0.128
0.577 -0.176 0.481
1.056 -0.198 0.373
-0.379 0.025 -0.434
-0.221 -0.313 0.541

(2)
The following is a quantum chemistry calculation of an isolated molecule of C9H18N2O4 at a distorted geometry, from the Open Molecules 2025 dataset.

Properties
Energy relative to the best compared isomer or geometry (same formula, charge and spin): 324.1 kJ/mol
Charge: 0
SMILES string: CC[C@H](C)[C@H](N)C(=O)N[C@@H](CO)C(=O)O
DFT total energy: -764.15809 Eh

Each line ends with the Löwdin charge.
Positions of all 33 atoms, in Å:
C1 0.254 0.468 -1.256  -0.26
C2 -0.644 0.199 0.028  -0.43
C3 1.149 -0.812 -1.558  -0.33
C4 0.722 -2.105 -0.761  -0.04
C5 1.330 -0.903 -3.044  -0.31
C6 0.252 -1.564 -3.841  -0.10
C7 -1.506 0.840 2.250  -0.15
C8 -1.902 2.297 2.821  -0.51
C9 -0.887 -0.073 3.273  -0.21
H1 1.744 1.969 -0.662  0.12
H2 0.369 2.465 -1.248  0.04
H3 -0.544 0.479 -2.049  0.15
H4 2.125 -0.587 -1.035  0.14
H5 -0.345 -2.100 -0.822  0.05
H6 1.145 -2.983 -1.248  0.08
H7 1.110 -1.794 0.160  0.06
H8 1.713 0.101 -3.319  0.11
H9 2.218 -1.572 -3.185  0.12
H10 0.049 -2.534 -3.351  0.08
H11 -0.551 -0.782 -3.934  0.09
H12 0.742 -1.683 -4.863  0.10
H13 0.277 1.581 1.339  0.16
H14 -2.396 0.410 1.768  0.15
H15 -0.792 -1.104 2.813  0.14
H16 -1.573 -0.228 4.224  0.17
H17 0.781 0.051 4.325  0.13
H18 -0.327 2.051 3.808  0.06
N1 0.985 1.726 -1.416  0.04
N2 -0.446 0.845 1.177  0.12
O1 -1.494 -0.699 -0.135  0.01
O2 -2.846 2.889 2.425  0.15
O3 0.364 0.515 3.575  -0.08
O4 -1.076 2.637 3.744  0.16

Force components x, y, z for each atom (eV/Å):
-0.913 -0.912 0.479
-0.200 -1.458 -2.534
0.373 0.813 1.830
-0.051 1.557 -3.027
3.098 -0.621 0.642
0.439 1.541 -1.362
0.114 0.017 -1.213
0.501 -3.487 -2.196
-2.103 -1.983 1.465
-1.538 -1.408 -1.755
-1.466 1.459 -0.211
0.675 0.039 0.709
-0.538 0.222 -1.085
-0.445 -0.780 0.450
0.312 -0.011 0.481
0.153 -0.889 1.897
-0.704 -0.468 -0.621
-0.285 0.508 0.137
-0.593 0.564 -0.618
-0.058 -1.538 -0.006
-1.177 -0.262 1.081
-0.826 -1.220 -0.960
0.260 0.055 0.394
0.157 1.163 0.430
1.370 0.573 -1.618
-0.250 0.273 -0.510
0.809 -0.927 0.145
2.638 -0.527 2.082
-0.354 2.582 1.522
0.387 2.003 1.012
-0.636 0.788 0.040
0.804 -0.544 1.131
0.048 2.877 1.790

(3)
The following is a quantum chemistry calculation of an isolated molecule of C9H18N2OS at a distorted geometry, from the Open Molecules 2025 dataset.

Properties
Energy relative to the best compared isomer or geometry (same formula, charge and spin): 0.0 kJ/mol
Charge: 0
SMILES string: CCC[C@@H]1SCCN1CCC(N)=O
DFT total energy: -936.66972 Eh

Each line ends with the Löwdin charge.
Positions of all 31 atoms, in Å:
O1 -1.397 -4.255 0.601  0.02
S1 -0.424 1.379 1.005  0.90
C1 -1.652 -3.678 -0.453  -0.56
N1 -2.914 -3.873 -0.848  0.14
N2 0.155 -1.117 0.446  -0.19
C2 2.561 1.905 -2.731  -0.12
C3 -0.780 0.126 2.278  -0.44
C4 -0.713 -2.771 -1.226  -0.08
C5 -0.830 -1.238 1.540  -0.22
C6 0.453 -2.333 -0.319  -0.17
C7 0.083 0.164 -0.267  -0.58
C8 1.270 1.771 -1.894  -0.26
C9 1.438 0.623 -0.862  -0.23
H1 -3.376 -4.662 -0.409  0.12
H2 -3.248 -3.529 -1.763  0.12
H3 2.516 2.839 -3.286  0.06
H4 3.433 1.928 -2.061  0.08
H5 2.685 1.107 -3.475  0.07
H6 -1.698 0.339 2.800  0.06
H7 0.028 0.131 3.026  0.07
H8 -0.362 -3.299 -2.112  0.12
H9 -1.279 -1.872 -1.635  0.13
H10 -0.614 -2.061 2.221  0.12
H11 -1.817 -1.372 1.133  0.10
H12 1.324 -2.208 -0.925  0.09
H13 0.714 -3.097 0.429  0.13
H14 -0.701 0.093 -1.049  0.10
H15 1.054 2.704 -1.357  0.10
H16 0.455 1.602 -2.550  0.09
H17 2.157 0.887 -0.063  0.12
H18 1.911 -0.217 -1.423  0.10

Force components x, y, z for each atom (eV/Å):
1.546 0.411 -0.221
-0.427 -0.076 0.015
-0.284 -0.780 1.728
-1.557 0.609 -2.599
0.882 -0.066 0.656
-0.311 0.326 0.373
0.847 -0.756 -0.058
-0.622 0.577 0.123
0.783 1.374 -0.479
-0.848 0.486 0.646
0.352 -0.731 0.385
1.552 -0.175 1.093
-0.330 -0.565 -0.866
0.021 0.430 -0.188
0.250 -0.498 0.973
0.222 0.160 -0.101
-0.158 -0.004 -0.335
-0.088 -0.008 0.364
-0.430 0.146 -0.019
-0.205 -0.041 -0.359
0.074 -0.221 -0.006
0.597 -1.017 0.595
0.189 -0.048 -0.244
-0.842 -0.192 -0.103
0.619 0.421 -0.339
-0.381 -0.003 -0.445
0.315 0.440 0.056
0.126 -0.080 -0.147
-0.966 -0.378 -0.565
-0.537 -0.021 -0.288
-0.390 0.280 0.356

(4)
The following is a quantum chemistry calculation of a cluster of 2 separate species, C9H18N3O3 in total, from the Open Molecules 2025 dataset.

Properties
Energy relative to the best compared isomer or geometry (same formula, charge and spin): 35.8 kJ/mol
Charge: +1
DFT total energy: -743.49271 Eh

Each line ends with the Löwdin charge.
Positions of all 33 atoms, in Å:
C1 0.425 -1.472 -2.167  -0.08
N1 -0.453 -0.833 -1.150  -0.10
C2 -1.542 -0.064 -1.741  -0.12
C3 -2.854 -0.790 -1.750  -0.22
N2 -3.663 -0.895 -2.801  0.17
C4 -4.782 -1.629 -2.449  -0.02
C5 -4.645 -1.963 -1.153  0.00
N3 -3.426 -1.426 -0.736  0.16
H1 -0.113 -1.721 -3.078  0.08
H2 1.243 -0.798 -2.381  0.08
H3 0.824 -2.381 -1.739  0.09
H4 -0.791 -1.586 -0.569  0.09
H5 -1.315 0.146 -2.779  0.13
H6 -1.685 0.887 -1.235  0.13
H7 -3.491 -0.501 -3.710  0.19
H8 -5.608 -1.883 -3.081  0.14
H9 -5.268 -2.523 -0.490  0.13
H10 -3.001 -1.475 0.176  0.18
C6 1.868 1.242 -0.022  -0.06
C7 1.543 0.382 1.183  -0.23
O1 2.666 0.298 2.063  0.04
C8 2.842 1.361 2.855  -0.61
O2 2.121 2.323 2.907  0.12
O3 3.921 1.148 3.598  0.01
C9 4.253 2.221 4.487  -0.03
H11 2.773 0.880 -0.513  0.09
H12 1.050 1.229 -0.737  0.05
H13 2.049 2.275 0.275  0.08
H14 1.334 -0.638 0.873  0.10
H15 0.669 0.755 1.719  0.12
H16 3.401 2.491 5.105  0.10
H17 4.595 3.085 3.921  0.10
H18 5.059 1.857 5.117  0.10

Force components x, y, z for each atom (eV/Å):
-0.297 0.433 0.634
0.045 -0.507 -0.634
-0.072 -0.495 0.310
0.360 0.398 -0.305
-0.459 -0.408 0.273
-0.229 -0.160 0.386
0.643 0.218 0.290
-0.229 0.000 -0.471
-0.023 -0.095 -0.221
0.192 0.075 -0.237
0.200 -0.175 0.007
-0.191 0.157 0.238
0.174 0.244 -0.212
-0.002 0.233 0.163
0.119 0.074 -0.100
0.038 0.160 -0.434
-0.185 -0.130 0.091
-0.201 -0.108 0.185
0.198 0.177 0.065
-0.139 0.083 -0.354
-0.007 -0.077 0.045
-0.070 -0.154 0.227
0.009 0.096 -0.071
0.036 0.012 -0.047
0.123 0.086 0.145
-0.046 -0.076 -0.021
-0.052 -0.031 -0.007
-0.057 -0.003 0.050
0.154 -0.082 0.080
0.089 0.096 0.066
-0.053 0.024 -0.065
-0.077 0.031 -0.004
0.008 -0.096 -0.072

(5)
The following is a quantum chemistry calculation of an isolated molecule of C9H18NO10P3S at a distorted geometry, from the Open Molecules 2025 dataset.

Properties
Energy relative to the best compared isomer or geometry (same formula, charge and spin): 424.6 kJ/mol
Charge: 0
SMILES string: O=NOC[C@@H]1C(=O)O[C@@H](PP(=O)(O)O)[C@@]1(CCCS)CP(=O)(O)O
DFT total energy: -2582.90793 Eh

Each line ends with the Löwdin charge.
Positions of all 42 atoms, in Å:
O1 4.793 -1.316 -2.819  0.05
N1 4.772 -1.215 -1.601  -0.07
O2 3.711 -1.834 -1.055  -0.12
C1 3.140 -0.861 -0.103  -0.10
C2 1.537 -0.631 -0.524  -0.12
C3 1.241 0.417 -1.795  -0.18
O3 1.964 0.601 -2.907  0.02
O4 -0.020 1.096 -1.347  -0.17
C4 -0.769 0.383 -0.258  -0.43
P1 -1.810 -0.853 -1.290  0.88
P2 -3.711 0.157 -1.846  0.52
O5 -4.161 0.985 -0.555  -0.45
O6 -3.583 1.114 -3.295  -0.24
O7 -4.853 -1.142 -2.108  -0.27
C5 0.488 -0.153 0.648  -0.34
C6 1.286 1.162 1.305  -0.15
C7 0.285 2.383 1.746  -0.23
C8 0.351 3.615 0.639  -0.53
S1 -1.318 3.981 -0.173  0.61
C9 0.238 -1.074 1.972  -0.17
P3 -0.347 -2.856 1.667  0.71
O8 0.573 -3.828 2.566  -0.41
O9 -1.996 -3.190 2.174  -0.23
O10 -0.198 -3.440 0.037  -0.27
H1 3.098 -1.409 0.950  0.15
H2 3.681 0.176 -0.076  0.14
H3 1.337 -1.665 -1.085  0.15
H4 -1.637 1.007 0.275  0.11
H5 -2.290 -1.967 -0.461  -0.07
H6 -4.373 1.761 -3.243  0.11
H7 -5.119 -1.484 -1.196  0.09
H8 1.896 0.868 2.284  0.13
H9 2.080 1.625 0.570  0.12
H10 0.726 2.847 2.754  0.12
H11 -0.814 2.056 2.004  0.11
H12 1.114 3.407 -0.245  0.09
H13 0.698 4.617 1.138  0.07
H14 -1.035 4.036 -1.572  -0.10
H15 -0.615 -0.539 2.613  0.14
H16 1.172 -1.141 2.711  0.13
H17 -2.295 -3.958 1.570  0.10
H18 0.763 -3.738 -0.073  0.10

Force components x, y, z for each atom (eV/Å):
0.021 -0.317 3.875
1.499 0.966 -4.701
-1.842 1.013 1.109
-2.081 0.214 1.601
0.590 -1.310 -1.986
2.272 0.160 -1.998
-5.511 -0.738 7.717
1.449 -0.873 -1.098
0.160 -0.070 0.579
1.242 -1.551 -1.305
-3.281 2.488 3.779
1.359 -2.442 -4.638
-1.816 -1.428 2.977
1.950 1.745 1.117
1.754 0.958 0.092
-0.240 0.958 0.608
0.899 1.034 0.508
0.905 0.316 -0.453
0.803 -0.155 -0.904
-1.325 0.907 0.020
2.613 -6.136 3.480
-3.027 4.002 -3.384
2.380 -0.022 -3.329
0.609 1.367 2.252
0.310 1.377 -2.108
-0.633 -2.375 -0.130
-0.213 2.062 1.516
2.638 -0.422 -1.188
-0.125 1.433 -0.241
1.647 -1.335 0.006
0.540 0.925 -1.554
-1.351 0.220 -2.231
-1.696 -1.041 1.299
-0.990 -1.064 -2.170
2.180 0.588 -0.732
-1.605 0.202 2.037
-0.698 -2.069 -0.802
0.082 -0.239 1.939
1.706 -1.128 -1.418
-2.010 -0.201 -2.035
0.619 1.561 1.377
-1.785 0.419 0.515

(6)
The following is a quantum chemistry calculation of an isolated molecule of C9H18O3S at a distorted geometry, from the Open Molecules 2025 dataset.

Properties
Energy relative to the best compared isomer or geometry (same formula, charge and spin): 58.2 kJ/mol
Charge: 0
DFT total energy: -977.59343 Eh

Each line ends with the Löwdin charge.
Positions of all 31 atoms, in Å:
O1 -1.451 1.815 -2.751  -0.41
O2 0.113 2.950 -1.196  -0.33
O3 -2.098 1.786 -0.389  -0.32
S1 -1.515 2.782 -1.637  1.03
C1 2.057 -3.374 0.341  -0.12
C2 1.332 3.517 1.704  -0.08
C3 0.647 1.731 -0.678  -0.20
C4 -1.338 1.985 0.855  -0.17
C5 0.850 -2.521 0.815  -0.25
C6 1.055 -1.034 0.404  -0.20
C7 1.108 1.990 1.740  -0.18
C8 -0.109 -0.114 0.897  -0.14
C9 0.094 1.403 0.717  -0.44
H1 1.774 -4.445 0.393  0.07
H2 2.954 -3.224 0.989  0.08
H3 2.357 -3.143 -0.674  0.06
H4 1.664 3.895 0.714  0.09
H5 0.434 4.046 2.004  0.07
H6 2.063 3.772 2.423  0.05
H7 0.401 0.924 -1.361  0.11
H8 1.729 1.810 -0.603  0.14
H9 -1.278 3.059 1.124  0.12
H10 -1.839 1.511 1.691  0.13
H11 0.784 -2.613 1.897  0.10
H12 -0.059 -2.892 0.293  0.11
H13 1.992 -0.702 0.816  0.10
H14 1.152 -1.001 -0.667  0.10
H15 0.782 1.692 2.740  0.12
H16 2.080 1.521 1.540  0.11
H17 -0.993 -0.441 0.293  0.14
H18 -0.338 -0.281 1.972  0.13

Force components x, y, z for each atom (eV/Å):
-0.687 1.677 1.260
-1.589 0.243 0.368
1.395 1.171 0.362
1.463 -2.761 -0.980
-0.182 -0.422 0.952
-0.738 -0.559 -1.066
-0.435 -0.738 0.069
0.882 1.100 -0.143
0.728 0.431 -1.332
-0.981 -0.392 1.394
-0.438 0.047 -0.143
0.390 -0.828 -0.628
-0.259 0.175 0.003
0.356 0.509 -0.075
-0.665 -0.052 -0.391
-0.082 0.042 -0.254
-0.278 -0.300 0.574
-0.216 0.191 -0.144
0.977 0.276 0.752
0.042 -0.027 -0.272
0.038 0.282 -0.354
-0.243 -0.385 -0.443
-0.424 -0.307 -0.245
-0.423 -0.011 0.043
0.336 0.135 0.662
0.579 0.219 0.248
-0.058 0.117 -0.528
0.168 0.040 0.132
-0.240 -0.156 0.173
0.399 0.435 0.588
0.186 -0.151 -0.580

> Among the records above, which one has the highest DFT total energy?

C9H18N3O3

> energy relative to the best compared isomer or geometry (same formula, charge and spin) of number 2 (C9H18N2O4)?

324.1 kJ/mol

> Which of these has the highest charge?

C9H18N3O3

> Among the records above, which one has the highest charge?

C9H18N3O3